Computed, not measured: a gas-phase ion, C4H11N2 (charge +1), with ωB97M-V with the def2-TZVPD basis set.

## Properties
Net charge: +1
Orbital gap: 10.28 eV
Energy: -7297.10950 eV
HOMO: -15.81 eV
Spin multiplicity: 1
Molar mass: 87.146 g/mol
SMILES: CC/[N+](C)=N\C
Relative energy (zero: lowest compared OMol25 entry of this formula, charge and spin): 88.5 kcal per mole

Last column: natural (NBO) charge in e.
Geometry (Å):
C 1.650 1.016 0.287  -0.6413
C 0.695 0.215 -0.653  -0.2821
N -0.291 -0.609 0.025  0.0414
C -0.025 -2.010 0.268  -0.4339
N -1.505 -0.332 0.103  0.0473
C -1.975 0.997 0.082  -0.4940
H 1.254 1.941 0.730  0.2412
H 2.235 0.406 0.982  0.2446
H 2.588 1.209 -0.433  0.2547
H 1.374 -0.455 -1.182  0.2549
H 0.254 0.844 -1.318  0.2316
H 0.454 -2.559 -0.552  0.2491
H -0.945 -2.474 0.422  0.2549
H 0.588 -2.045 1.194  0.2495
H -2.599 1.072 0.974  0.2864
H -2.662 1.208 -0.918  0.2919
H -1.093 1.575 -0.013  0.2039

***

Computed, not measured: a gas-phase ion, C4H11N2 (charge +1), with ωB97M-V with the def2-TZVPD basis set.

## Properties
Net charge: +1
Orbital gap: 11.67 eV
Energy: -7298.44333 eV
HOMO: -14.81 eV
Spin multiplicity: 1
Molar mass: 87.146 g/mol
SMILES: C[N@@H+]1CC[C@H]1N
Relative energy (zero: lowest compared OMol25 entry of this formula, charge and spin): 57.8 kcal per mole

Last column: natural (NBO) charge in e.
Geometry (Å):
C -1.697 -0.936 -0.181  -0.4236
N -0.548 -0.229 0.318  -0.3824
C -0.512 1.276 0.199  -0.2201
C 0.911 1.353 -0.257  -0.4527
C 0.853 -0.277 -0.389  0.1675
N 1.876 -1.028 0.168  -0.7897
H -1.402 -0.899 -1.310  0.2197
H -1.720 -1.940 0.236  0.2376
H -2.678 -0.514 0.010  0.2511
H -0.496 -0.404 1.361  0.4313
H -0.704 1.673 1.115  0.2212
H -1.241 1.782 -0.405  0.2430
H 1.095 2.051 -1.023  0.2566
H 1.697 1.730 0.362  0.2468
H 0.680 -0.680 -1.325  0.2127
H 2.095 -0.917 1.146  0.3871
H 1.791 -2.040 -0.024  0.3938

***

Computed, not measured: a molecular structure, C4H11N2, with ωB97M-V with the def2-TZVPD basis set.

## Properties
Net charge: +1
Orbital gap: 9.54 eV
Energy: -7298.49226 eV
HOMO: -13.73 eV
Spin multiplicity: 1
Molar mass: 87.146 g/mol
Relative energy (zero: lowest compared OMol25 entry of this formula, charge and spin): 56.6 kcal per mole

Last column: natural (NBO) charge in e.
Geometry (Å):
C -0.685 1.410 2.340  0.0962
N 0.319 0.768 1.883  -0.6319
H -0.802 1.415 3.448  0.2158
H -1.400 1.792 1.658  0.2068
H 0.736 0.714 0.659  0.4322
H 0.780 0.065 2.475  0.4099
C -1.088 -0.958 -0.335  -0.6551
C 0.178 -0.561 -1.170  0.1289
C 0.538 -1.021 -2.392  -0.3557
N 1.068 0.482 -0.632  -0.8210
H -1.661 -0.064 -0.002  0.2129
H -0.745 -1.491 0.575  0.2219
H -1.779 -1.645 -0.875  0.2625
H 1.407 -0.598 -2.897  0.2076
H 0.083 -1.857 -2.899  0.2307
H 2.045 0.202 -0.629  0.4171
H 1.007 1.347 -1.206  0.4211